A structure of composition C34H42BrClLaN3O3PSSi. Source: the OMol25 dataset; level of theory: wB97M-V/def2-TZVPD.

Output
Net charge: +1
HOMO (hartree): -0.3634
Energy above the lowest of the compared OMol25 structures with the same formula, charge and spin (kcal per mole): 0.00
Frontier orbital gap (eV): 8.01
E_tot (a.u.): -5805.7058
LUMO level (eV): -1.9

CARTESIAN COORDINATES (ANGSTROEM)
1 La -0.02664 0.27873 -0.27000
2 Br 2.56538 0.47498 -1.51788
3 Cl -1.02770 -1.67203 2.02684
4 S -2.62075 0.57225 -1.36032
5 P 2.10793 -1.23538 1.43800
6 Si -4.94201 -1.05573 -3.27605
7 O 0.02396 2.52642 -1.57195
8 O 0.83253 3.02254 0.83081
9 O -1.08288 1.48997 1.57038
10 N -2.57676 3.12818 1.97670
11 N 1.63326 3.71749 -2.62472
12 N -1.33834 -1.73394 -1.27038
13 C 2.37831 -2.15744 4.10635
14 C 3.59882 -0.30605 1.88836
15 C 4.50357 1.81775 2.58503
16 C -4.45751 0.19634 -4.56818
17 C 1.95959 -3.97069 0.94734
18 C -1.38917 2.69680 1.58721
19 C 2.85226 4.51367 -2.53592
20 C 3.19443 -5.14656 -0.74609
21 C -5.99520 -0.29111 -1.94035
22 C -3.61599 2.17483 2.36420
23 C 5.77405 1.25929 2.64624
24 C -1.09795 -3.03005 -1.50848
25 C -3.38430 -1.84496 -2.53190
26 C -2.89264 4.55324 2.03391
27 C 3.86210 -3.97294 -1.06568
28 C -5.90966 -2.43445 -4.08956
29 C -1.96706 -3.80544 -2.23570
30 C 1.16947 3.31956 -3.94983
31 C 1.90041 -2.61726 5.32068
32 C 4.87256 -0.86061 1.95468
33 C 1.60901 3.63116 -0.17926
34 C 1.03017 3.25765 -1.54063
35 C -3.11336 -3.19029 -2.74131
36 C -0.36812 3.71201 1.10923
37 C 2.24056 -5.14287 0.26164
38 C 1.51136 -1.83978 3.05925
39 C 5.95681 -0.07836 2.32896
40 C 2.62347 -2.78462 0.62757
41 C 3.42300 1.04106 2.19965
42 C 0.53350 -2.76973 5.51720
43 C 0.15495 -2.00550 3.29569
44 C 3.57589 -2.79592 -0.39095
45 C -0.35485 -2.46408 4.49924
46 C -2.44340 -1.13621 -1.75700
47 H 4.35574 2.86072 2.83501
48 H 2.59282 -2.85719 6.11601
49 H -3.31756 1.17935 2.05438
50 H 0.83858 4.19538 -4.50847
51 H 3.44480 -2.03476 3.96468
52 H -6.82215 -2.02026 -4.52500
53 H 0.34590 2.62259 -3.84248
54 H -1.75903 -4.85153 -2.40739
55 H -3.80368 -3.78958 -3.32302
56 H -5.35472 -2.91430 -4.89848
57 H 3.22359 4.67759 -3.54324
58 H -6.96994 -0.02420 -2.35632
59 H -6.21328 -3.20576 -3.37826
60 H -0.18246 -3.43559 -1.09006
61 H -5.34706 0.61798 -5.04242
62 H 3.62533 3.98431 -1.97769
63 H 2.66769 5.48799 -2.08203
64 H -1.42153 -2.57876 4.62880
65 H -3.87869 1.01127 -4.13522
66 H -6.16437 -0.99670 -1.12382
67 H -3.85690 -0.27640 -5.34886
68 H -5.53671 0.60604 -1.52576
69 H -0.76691 4.19202 0.20946
70 H 1.98718 2.83588 -4.48306
71 H -2.70959 5.03751 1.07487
72 H 4.60906 -3.96903 -1.84850
73 H -3.94930 4.65621 2.26166
74 H 2.43843 1.49524 2.14219
75 H 3.42171 -6.06102 -1.27782
76 H 0.15475 -3.12710 6.46538
77 H -0.20047 4.48331 1.86811
78 H -4.54211 2.44449 1.85992
79 H 5.02648 -1.90451 1.71014
80 H 1.22282 -3.99059 1.74124
81 H -3.76787 2.20193 3.44356
82 H 1.66077 4.71679 -0.05006
83 H -2.32447 5.05735 2.81615
84 H 6.62011 1.86682 2.93923
85 H 2.61668 3.22226 -0.09557
86 H 6.94446 -0.51799 2.37307
87 H 1.72054 -6.05530 0.52287
88 H 4.08832 -1.88441 -0.66626

Forces on the atoms, in the same order (eV/Å):
-0.090 0.458 -0.338
0.255 -0.051 -0.173
0.051 -0.160 0.065
-0.226 -0.228 -0.179
0.040 -0.073 0.232
0.067 -0.017 0.077
-0.110 -0.106 0.172
0.066 -0.043 0.041
-0.059 0.055 0.167
0.006 0.058 -0.018
-0.044 0.059 0.041
0.318 0.222 0.081
0.034 0.023 -0.008
0.055 -0.060 -0.036
0.015 -0.011 0.009
0.025 0.002 -0.082
-0.014 -0.012 0.014
0.091 -0.077 -0.023
0.015 -0.013 -0.035
-0.006 0.008 0.013
-0.088 0.016 0.054
0.021 0.038 -0.017
-0.013 -0.002 -0.006
-0.092 -0.059 -0.041
-0.020 -0.083 -0.003
-0.034 -0.041 -0.002
0.005 0.002 -0.006
-0.045 -0.026 -0.024
0.038 0.051 0.046
0.034 -0.020 0.001
-0.058 -0.009 0.012
0.023 -0.043 0.001
0.018 0.027 -0.038
0.009 -0.067 -0.045
0.033 -0.030 -0.040
-0.038 0.042 0.007
0.032 -0.011 -0.032
0.023 0.004 0.045
-0.011 0.007 -0.002
-0.037 -0.090 0.074
0.013 0.053 0.014
0.002 -0.003 0.019
-0.241 0.052 -0.064
-0.008 0.059 -0.042
0.117 0.015 -0.011
-0.115 0.072 0.039
0.007 0.001 0.001
0.001 0.002 -0.001
-0.006 -0.009 0.011
0.013 0.003 0.003
-0.010 0.005 -0.016
0.006 -0.001 -0.006
-0.010 0.007 -0.005
-0.010 -0.001 -0.010
-0.018 0.013 0.007
-0.001 0.005 -0.002
-0.008 0.013 0.001
-0.009 0.011 0.014
0.011 0.003 0.005
0.008 0.002 -0.001
0.004 0.002 0.011
0.003 -0.001 0.002
-0.003 -0.008 0.015
-0.004 -0.003 0.004
0.019 0.020 0.014
-0.008 0.000 -0.001
0.000 0.025 -0.005
-0.005 -0.025 -0.020
0.005 -0.002 0.004
-0.010 -0.018 -0.003
0.014 0.010 0.008
-0.002 0.001 -0.001
0.004 0.005 0.004
-0.017 -0.039 -0.008
-0.008 -0.004 0.004
0.003 -0.001 -0.002
0.013 -0.011 0.003
-0.006 -0.013 0.005
-0.015 0.006 0.005
0.008 0.001 -0.012
-0.004 -0.011 0.001
-0.004 -0.005 0.007
0.004 0.009 -0.004
-0.001 0.000 0.001
-0.008 -0.018 0.002
0.002 0.005 0.003
-0.002 0.004 0.005
-0.006 0.027 -0.004